<one>
A 2-piece molecular cluster, CH6N2 overall, computed with ωB97M-V/def2-TZVPD.

Element x y z (Å)
N 1.693 0.233 -0.208
C 0.712 -0.681 -0.069
N -1.532 0.314 0.177
H -0.301 -0.408 0.522
H 1.747 0.872 0.541
H -1.921 1.112 -0.220
H 0.356 0.364 -0.574
H 1.137 -1.448 0.478
H -1.890 -0.359 -0.649

The LUMO energy is -2.23 eV. The charge is 0. The value obtained for the HOMO energy is -7.66 eV. The orbital gap is 5.44 eV.


<two>
A 2-piece molecular cluster, CH6N2 overall, computed with ωB97M-V/def2-TZVPD.

Element x y z (Å)
C 1.148 1.429 0.335
N 0.011 1.992 0.106
H 1.754 2.033 1.028
H 1.297 0.634 -0.354
H -0.339 1.871 -0.911
N -0.896 -2.756 -0.269
H -0.561 -1.938 -0.756
H -1.706 -3.265 -0.601
H -1.135 -2.564 0.722

The LUMO energy is 0.88 eV. The SMILES is C=N.N. The charge is 0. The value obtained for the HOMO energy is -9.67 eV. The orbital gap is 10.54 eV.


Consider the structures shown above. The most stable of them is <two>.